Computed, not measured: one molecule with the formula C11H17N5O4 in a non-equilibrium geometry, with ωB97M-V with the def2-TZVPD basis set.

Structure (XYZ):
```
37
Properties=species:S:1:pos:R:3:forces:R:3:mulliken_charge:R:1
N -2.8935 -1.2893 2.0044 -2.0 -1.7 2.1 -0.4814
C -2.6617 -0.1530 1.2780 0.6 2.3 -0.8 0.4123
O -2.0989 0.8499 1.7112 -1.0 -1.3 -0.7 -0.6148
C -3.0194 -0.3477 -0.1981 0.5 1.4 1.0 -0.8374
C -2.3420 0.7467 -1.1152 -3.4 -2.1 -0.4 -0.9409
C -1.0089 0.5210 -1.7840 1.3 -0.2 -1.3 0.7509
N 0.0503 1.2642 -1.0849 -0.2 -5.7 -0.1 -0.3842
C 0.2960 0.6974 0.0933 1.3 -6.0 2.4 0.4709
O 0.0911 -0.5666 0.2720 -0.2 3.7 -0.8 -0.6750
C 1.1426 1.2848 1.1777 -0.9 1.3 3.1 -0.2289
N 0.6180 1.1497 2.6231 0.1 -0.8 -1.4 -0.6481
C 2.6136 0.8750 0.9892 -0.8 0.5 1.2 -1.1981
C 2.9209 -0.5376 0.7501 -0.3 -1.4 4.3 0.6348
C 3.2714 -1.1131 -0.3512 0.5 -2.3 -3.2 -0.5430
N 3.3337 -2.4978 -0.2215 0.6 1.9 0.3 -0.1062
C 3.1775 -2.7240 1.1460 -0.7 2.4 -2.1 -0.2388
N 2.8779 -1.5938 1.7587 0.1 0.0 -0.7 -0.6548
C -1.0173 1.1365 -3.1984 -1.6 0.9 2.0 0.1464
O -1.0184 2.3267 -3.3093 0.7 1.6 -0.2 -0.5974
O -1.3478 0.3793 -4.2040 -0.5 -1.1 -1.7 -0.4476
H -3.8728 -1.3479 2.4682 2.6 0.0 -1.0 0.2670
H -2.0878 -1.5529 2.5779 -0.8 0.4 0.3 0.2632
H -2.6930 -1.3370 -0.3094 1.0 -1.4 -0.9 0.3688
H -4.1178 -0.5156 -0.3232 0.6 0.9 0.0 0.4588
H -3.0983 0.6781 -1.9000 0.1 0.8 -0.5 0.3412
H -2.5146 1.6701 -0.5912 0.6 0.6 -0.1 0.2606
H -0.7649 -0.5425 -1.8989 0.0 0.4 0.5 0.4550
H -0.1228 2.1637 -1.1258 -0.6 5.8 -0.2 0.2689
H 1.1382 2.3676 1.1732 0.2 0.5 -0.8 0.5163
H -0.3905 1.5004 2.6210 1.9 -1.5 0.3 0.3676
H 0.8067 0.1714 2.9912 -1.1 1.6 -0.8 0.3088
H 3.2159 1.3814 1.7594 -0.3 -0.5 0.0 0.4254
H 2.7497 1.4134 0.1042 1.2 0.6 -1.7 0.3690
H 3.5479 -0.7582 -1.3010 -0.1 0.9 -1.0 0.4765
H 3.6599 -2.9631 -1.0643 -0.1 -0.8 1.1 0.2396
H 3.1876 -3.7368 1.4063 0.0 -1.0 1.3 0.4226
H -1.6285 0.9995 -4.9247 0.5 -0.6 0.6 0.3720
```
Forces are in eV/Å.

Properties
HOMO, eV: -8.5364
Energy above the lowest of the compared OMol25 structures with the same formula, charge and spin, kJ/mol: 412.0